No. 1
Entry from the Open Molecules 2025 dataset: a cluster of 2 separate species, C5H17BrN3O3P2 in total in a non-equilibrium geometry (wB97M-V/def2-TZVPD).

Output
HOMO (eV): -12.28
LUMO level (eV): -4.317
Gap between HOMO and LUMO (eV): 7.96
Total charge: +1

```
31
Properties=species:S:1:pos:R:3:mulliken_charge:R:1
C 0.371 1.688 0.039 -0.940
C 0.776 0.199 0.368 -0.280
O 2.154 0.029 0.756 -0.186
N 3.102 -0.143 -0.238 -0.309
P 4.527 0.902 0.291 0.527
N 5.113 0.261 1.625 -0.638
P 2.643 0.159 -1.965 0.558
O 1.795 -1.226 -2.460 -0.425
Br 4.517 0.029 -3.244 -0.165
H -0.104 1.756 -0.947 0.293
H -0.220 2.128 0.850 0.319
H 1.324 2.255 0.006 0.316
H 0.190 -0.039 1.263 0.417
H 0.389 -0.514 -0.377 0.201
H 3.487 -1.106 -0.159 0.446
H 5.552 0.919 -0.691 0.111
H 3.966 2.181 0.557 0.142
H 4.599 -0.580 1.875 0.258
H 1.789 -1.816 -1.695 0.365
C -3.091 -0.258 -0.953 -1.316
C -2.756 -0.801 0.412 0.851
O -1.608 -1.115 0.729 -0.705
N -3.767 -0.939 1.298 -0.183
C -5.174 -0.627 1.112 -0.845
H -2.184 -0.205 -1.551 0.212
H -3.800 -0.915 -1.457 0.438
H -3.510 0.745 -0.867 0.379
H -3.473 -1.308 2.189 0.243
H -5.472 0.116 1.852 0.293
H -5.760 -1.534 1.265 0.296
H -5.374 -0.239 0.119 0.328
```


No. 2
Entry from the Open Molecules 2025 dataset: a cluster of 2 separate species, C8H12O2 in total in a non-equilibrium geometry (wB97M-V/def2-TZVPD).

Output
HOMO (alpha / beta) (eV): -6.80 / -7.47
LUMO level (alpha / beta) (eV): -0.379 / 0.827
Gap between HOMO and LUMO (alpha / beta) (eV): 6.43 / 8.30
Total charge: 0

```
22
Properties=species:S:1:pos:R:3:mulliken_charge:R:1
C -0.405 -0.252 0.509 1.003
C -1.078 0.426 -1.474 -0.255
C -0.681 -0.868 -0.855 -0.544
C -1.481 -0.343 1.557 -1.373
C -0.353 1.012 -2.635 -1.300
C 1.202 -1.416 1.802 0.351
C 0.412 0.815 0.366 -0.061
C 1.391 1.665 0.430 -0.879
O 2.528 -1.137 1.582 -0.382
O 0.879 -2.338 2.509 -0.517
H 3.056 -1.771 2.113 0.311
H -2.089 0.771 -1.284 0.357
H 0.212 -1.311 -1.297 0.286
H -1.470 -1.622 -0.791 0.359
H -1.519 -1.367 1.934 0.334
H -1.284 0.326 2.392 0.352
H -2.454 -0.094 1.121 0.368
H 0.724 0.846 -2.563 0.324
H -0.540 2.084 -2.731 0.351
H -0.689 0.549 -3.578 0.350
H 2.336 1.360 0.870 0.275
H 1.303 2.666 0.025 0.291
```